1.
{
  "formula": "C36H33FN2O4S2",
  "method": "wB97M-V/def2-TZVPD",
  "symbols": ["F", "C", "C", "C", "C", "C", "C", "C", "C", "C", "C", "C", "C", "C", "C", "C", "C", "C", "N", "C", "C", "C", "N", "C", "C", "H", "H", "H", "H", "H", "H", "H", "H", "H", "H", "H", "H", "H", "H", "H", "H", "H", "H", "H", "H", "H", "C", "C", "S", "O", "O", "C", "C", "C", "C", "C", "C", "S", "O", "O", "C", "C", "C", "C", "C", "C", "H", "H", "H", "H", "H", "H", "H", "H", "H", "H", "H", "H"],
  "xyz": [[-3.3062, -0.7817, -3.3905], [-2.3637, -0.9028, -4.4552], [-2.5258, -2.3016, -5.0619], [-3.4874, -3.1772, -4.5516], [-3.4870, -4.5153, -4.9611], [-2.4802, -4.9727, -5.8252], [-1.5883, -4.0701, -6.4136], [-1.6104, -2.7249, -6.0386], [-2.6166, 0.2689, -5.4067], [-2.9022, 0.0713, -6.7582], [-3.0229, 1.1740, -7.6176], [-3.0352, 2.4664, -7.0967], [-2.8597, 2.6582, -5.7216], [-2.6652, 1.5657, -4.8752], [-0.9571, -0.7887, -3.7781], [-0.4358, -2.1069, -3.1309], [0.9243, -2.4287, -3.7506], [1.2960, -1.2514, -4.6468], [0.1188, -0.3395, -4.6742], [0.4918, 1.0196, -4.6070], [0.9352, 1.5284, -3.3777], [1.2352, 2.8925, -3.3116], [0.8078, 3.7214, -4.2572], [0.5553, 3.2335, -5.4921], [0.4518, 1.8561, -5.7319], [-4.2286, -2.8182, -3.8344], [-4.2612, -5.1968, -4.5869], [-2.4043, -6.0399, -6.0544], [-0.8640, -4.3968, -7.1611], [-0.9331, -1.9973, -6.4941], [-3.0228, -0.9397, -7.1545], [-3.1101, 1.0212, -8.6929], [-3.1732, 3.3331, -7.7440], [-2.8554, 3.6645, -5.2929], [-2.5668, 1.7140, -3.7965], [-1.0664, -0.0394, -2.9741], [-0.2919, -1.8729, -2.0751], [-1.1574, -2.9349, -3.1901], [1.6835, -2.5329, -2.9576], [0.9189, -3.3531, -4.3309], [2.1854, -0.7282, -4.2660], [1.5188, -1.5489, -5.6831], [1.0199, 0.8638, -2.5155], [1.7984, 3.2918, -2.4551], [0.4042, 3.9265, -6.3276], [0.2868, 1.4231, -6.7203], [0.1092, 3.3318, -0.7989], [0.1516, 2.2108, -0.0467], [-0.9979, 0.9010, -0.4116], [-1.9708, 1.3544, -1.3825], [-0.0804, -0.1824, -0.7805], [-1.8419, 0.2586, 1.0346], [-1.7905, -1.1176, 1.2857], [-2.4855, -1.6455, 2.3709], [-3.2656, -0.8220, 3.1788], [-3.3328, 0.5468, 2.9143], [-2.6014, 1.0992, 1.8575], [1.3364, 1.8902, 1.3301], [0.6640, 2.3225, 2.5386], [2.6048, 2.4536, 0.9179], [1.6320, 0.1294, 1.7128], [2.4125, -0.6418, 0.8477], [2.5747, -2.0048, 1.1070], [1.9850, -2.5905, 2.2311], [1.3498, -1.7715, 3.1697], [1.2025, -0.4006, 2.9369], [-0.6518, 3.4536, -1.5651], [0.6216, 4.2203, -0.4178], [-1.1950, -1.7709, 0.6494], [-2.4151, -2.7121, 2.5757], [-3.8197, -1.2407, 4.0162], [-3.9572, 1.1933, 3.5304], [-2.6178, 2.1700, 1.6605], [2.8645, -0.1814, -0.0288], [3.1506, -2.6158, 0.4106], [2.0201, -3.6738, 2.3779], [0.9468, -2.1982, 4.0905], [0.7071, 0.2296, 3.6735]],
  "forces_ev_per_angstrom": [[0.55, -0.10, -0.43], [-0.06, -0.14, -0.18], [-0.02, 0.53, 0.08], [0.04, -0.20, -0.34], [0.39, 0.07, -0.06], [-0.32, -0.07, -0.04], [-0.05, 0.25, 0.25], [-0.38, -0.29, 0.11], [-0.71, -0.23, 0.20], [0.37, 0.31, -0.23], [-0.17, -0.03, 0.26], [0.30, -0.01, 0.26], [-0.14, -0.17, 0.16], [0.09, 0.05, -0.26], [0.44, 0.07, 0.62], [-0.44, 0.35, 0.44], [0.36, -0.25, 0.03], [-0.30, 0.36, -0.40], [0.25, -0.96, -0.58], [-0.08, 0.56, 0.33], [0.29, 0.43, -0.53], [-0.73, -0.94, -0.03], [1.41, 0.76, -1.34], [-0.18, -0.84, 0.64], [0.11, 0.09, 0.64], [0.33, -0.10, -0.25], [0.47, 0.23, -0.11], [-0.14, 0.41, -0.06], [-0.19, -0.05, 0.26], [-0.12, -0.30, 0.25], [0.25, 0.39, 0.09], [-0.20, -0.01, 0.27], [0.09, -0.27, 0.09], [-0.09, -0.32, -0.21], [0.13, -0.05, -0.35], [-0.27, -0.34, -0.48], [-0.09, -0.23, -0.14], [0.31, 0.31, -0.10], [-0.27, -0.11, -0.31], [-0.11, 0.00, 0.11], [-0.25, 0.01, -0.07], [0.06, -0.10, 0.30], [0.20, 0.20, -0.31], [-0.56, 0.11, -0.33], [-0.07, -0.01, 0.58], [-0.18, 0.26, 0.30], [-0.52, -0.47, 2.32], [-0.46, 0.25, 0.01], [0.73, -1.85, -0.96], [0.48, 0.24, 0.79], [-0.77, 0.65, 0.20], [-0.28, 0.42, 0.59], [0.27, 0.14, -0.15], [-0.04, 0.09, -0.11], [0.11, 0.21, -0.18], [0.18, 0.16, -0.18], [0.00, -0.26, -0.13], [0.53, -0.12, 1.36], [0.08, 0.52, -0.71], [-0.90, -0.08, -0.10], [0.32, -0.07, -0.46], [-0.29, -0.15, 0.11], [-0.01, 0.09, -0.10], [-0.06, 0.37, 0.04], [0.11, 0.03, -0.09], [-0.44, -0.01, -0.43], [0.09, -0.11, 0.19], [0.51, -0.38, -0.74], [-0.09, 0.25, 0.13], [-0.05, 0.22, -0.06], [0.10, 0.08, -0.17], [0.22, -0.15, -0.12], [-0.08, -0.20, 0.09], [-0.18, -0.15, 0.11], [-0.19, 0.17, 0.18], [0.13, 0.43, 0.00], [0.15, 0.14, -0.28], [0.04, -0.10, -0.32]],
  "mulliken_charge": [-0.52, 2.78, -0.91, -0.06, -0.70, -0.52, -0.96, -0.16, -0.30, -0.19, -1.03, -0.51, -0.72, -0.11, 2.07, -0.02, -0.84, -0.88, 0.79, -0.11, 0.63, -1.23, -0.64, -0.64, -0.43, 0.38, 0.39, 0.39, 0.39, 0.51, 0.49, 0.41, 0.39, 0.39, 0.44, -2.34, -0.32, 0.55, 0.45, 0.25, 0.42, 0.38, 0.66, 0.67, 0.38, 0.36, -1.55, 0.55, 1.15, -0.72, -0.41, 0.13, -0.28, -0.77, -0.43, -0.80, -0.28, 1.45, -0.67, -0.71, 0.18, -0.25, -0.51, -0.57, -0.47, -0.41, 0.40, 0.46, 0.39, 0.44, 0.40, 0.41, 0.48, 0.37, 0.39, 0.41, 0.41, 0.43],
  "e_above_lowest_kj_mol": 0.00,
  "e_tot_ha": -2698.222422,
  "orbital_gap_ha": 0.29243,
  "multiplicity": 1,
  "homo_energy_ev": -8.39,
  "smiles": "FC(c1ccccc1)(c1ccccc1)[C@H]1CCCN1c1ccncc1.C=C(S(=O)(=O)c1ccccc1)S(=O)(=O)c1ccccc1",
  "charge": 0,
  "lumo_ev": -0.44
}


2.
{
  "formula": "C15H32NO2P2Sn",
  "method": "wB97M-V/def2-TZVPD",
  "symbols": ["Sn", "P", "C", "C", "N", "C", "C", "C", "C", "C", "P", "H", "H", "H", "H", "H", "H", "H", "H", "O", "H", "H", "O", "H", "C", "H", "H", "H", "C", "H", "H", "H", "C", "H", "H", "H", "C", "H", "H", "H", "C", "C", "C", "C", "H", "H", "H", "H", "H", "H", "H", "H", "H"],
  "xyz": [[0.0464, 0.8801, 0.2904], [2.2358, -0.6498, 0.1173], [2.2893, -0.7953, -1.7079], [1.0321, -1.4082, -2.2729], [-0.1192, -0.9592, -1.7452], [-1.2810, -1.3425, -2.2874], [-1.3377, -2.2732, -3.3318], [-0.1486, -2.7718, -3.8578], [1.0528, -2.3260, -3.3227], [-2.5683, -0.7366, -1.7619], [-2.3101, 0.8536, -0.8876], [2.0153, -2.6551, -3.7048], [-2.3073, -2.5673, -3.7167], [-0.1663, -3.4842, -4.6723], [-3.2490, -0.5533, -2.6106], [-3.0653, -1.4394, -1.0684], [2.3442, 0.2717, -2.0785], [3.1707, -1.3857, -1.9899], [0.7737, 2.9372, -1.7557], [1.2979, 2.0699, -1.9657], [2.0967, 2.3657, -2.4147], [-0.3018, 3.4801, -0.1543], [-0.2143, 3.8814, -1.0634], [-0.4076, 4.8271, -0.9790], [-2.3944, 2.0677, -2.2347], [-3.3934, 2.0235, -2.6921], [-2.1940, 3.0757, -1.8457], [-1.6322, 1.8403, -2.9927], [-3.8180, 1.0771, 0.0992], [-3.6852, 1.9463, 0.7602], [-4.6823, 1.2518, -0.5607], [-4.0039, 0.1878, 0.7210], [2.1601, -2.3642, 0.7167], [3.1101, -2.8770, 0.5112], [1.9854, -2.3651, 1.8008], [1.3467, -2.9225, 0.2394], [3.9110, -0.0961, 0.5610], [3.9032, 0.1785, 1.6258], [4.6468, -0.9005, 0.3977], [4.1899, 0.7906, -0.0271], [0.0532, 1.1914, 3.5788], [-0.0231, -0.2915, 3.1926], [-0.6808, -1.1003, 4.3209], [-0.7745, -0.5076, 1.8730], [-0.9385, 1.5734, 3.8657], [0.4497, 1.8314, 2.7707], [0.7317, 1.2986, 4.4368], [1.0090, -0.6700, 3.0625], [-1.7150, -0.7704, 4.4899], [-0.6975, -2.1690, 4.0790], [-0.1195, -0.9640, 5.2517], [-0.6969, -1.5380, 1.5056], [-1.8307, -0.2175, 1.9465]],
  "forces_ev_per_angstrom": [[-0.16, 0.03, 1.29], [-0.04, -0.39, -0.33], [0.29, 0.33, -0.30], [-0.11, 0.03, 0.02], [-0.04, 0.33, -0.14], [-0.03, -0.26, -0.17], [0.32, 0.28, 0.17], [-0.27, 0.19, 0.36], [0.19, 0.21, 0.25], [-0.31, -0.12, -0.03], [-0.21, -0.53, -0.49], [-0.22, 0.00, -0.02], [0.13, -0.01, -0.05], [0.03, 0.01, 0.02], [0.13, -0.25, 0.30], [0.17, 0.24, -0.26], [0.16, -1.31, 0.30], [-0.13, 0.29, -0.18], [1.12, -1.64, -0.42], [-0.51, 1.43, -0.21], [0.03, 0.09, -0.14], [0.30, 0.40, -0.97], [-0.69, 0.58, 1.34], [0.18, -0.19, -0.06], [-0.37, 0.18, -0.11], [0.26, 0.09, 0.01], [-0.15, -0.41, -0.21], [-0.13, 0.03, 0.25], [-0.31, 0.13, 0.01], [-0.12, -0.25, -0.18], [0.21, -0.05, 0.29], [0.11, 0.32, -0.21], [0.21, -0.31, 0.15], [-0.24, 0.05, 0.05], [0.06, -0.02, -0.27], [0.10, 0.21, 0.06], [0.12, 0.14, 0.15], [0.13, -0.07, -0.31], [-0.26, 0.32, 0.02], [-0.11, -0.27, 0.21], [0.26, -0.06, 0.20], [-0.33, -0.17, -0.19], [0.26, 0.06, 0.02], [0.43, 0.52, -0.86], [0.24, -0.08, -0.09], [-0.13, -0.24, 0.33], [-0.27, 0.14, -0.12], [-0.23, 0.16, 0.06], [0.22, -0.03, -0.07], [-0.02, 0.16, 0.05], [-0.15, -0.09, -0.02], [-0.22, 0.05, 0.25], [0.07, -0.23, 0.23]],
  "nbo_charge": [0.72, 0.95, -0.77, 0.25, -0.50, 0.24, -0.24, -0.12, -0.25, -0.76, 0.93, 0.23, 0.23, 0.24, 0.25, 0.27, 0.29, 0.24, 0.52, -1.01, 0.48, 0.51, -0.97, 0.50, -0.96, 0.24, 0.27, 0.26, -0.95, 0.25, 0.25, 0.26, -0.96, 0.24, 0.26, 0.25, -0.94, 0.26, 0.25, 0.26, -0.61, -0.24, -0.60, -0.86, 0.21, 0.20, 0.22, 0.18, 0.21, 0.21, 0.21, 0.21, 0.20],
  "e_above_lowest_kj_mol": 0.00,
  "e_tot_ha": -1692.799059,
  "orbital_gap_ha": 0.27655,
  "multiplicity": 1,
  "homo_energy_ev": -9.87,
  "charge": 1,
  "lumo_ev": -2.34
}


3.
{
  "formula": "C31H39HfN5O2P2",
  "method": "wB97M-V/def2-TZVPD",
  "symbols": ["Hf", "C", "C", "C", "C", "C", "C", "C", "C", "C", "H", "H", "H", "H", "H", "H", "H", "H", "H", "H", "H", "H", "H", "H", "H", "P", "P", "N", "N", "N", "N", "C", "C", "C", "C", "C", "C", "C", "C", "C", "C", "C", "C", "C", "C", "C", "C", "C", "C", "H", "H", "H", "H", "H", "H", "H", "H", "H", "H", "H", "H", "H", "H", "H", "H", "H", "H", "H", "H", "O", "C", "C", "C", "C", "O", "N", "H", "H", "H", "H"],
  "xyz": [[-0.4318, 1.5882, 0.8145], [-1.3627, 1.9932, -3.6387], [-1.3704, 0.6602, -3.6461], [-0.2924, -0.2853, -4.0552], [1.1254, 0.3285, -4.0551], [1.4465, 1.1019, -2.8216], [1.1046, 2.3288, -2.4079], [0.5898, 3.4491, -3.2714], [-0.4012, 2.9197, -4.3211], [1.1621, 2.6027, 1.9473], [-2.1935, 2.5298, -3.1679], [-2.3292, 0.1626, -3.5311], [-0.4928, -0.7528, -5.0401], [-0.2999, -1.1168, -3.3331], [1.8279, -0.5270, -4.0808], [1.3447, 0.8886, -4.9773], [2.1931, 0.5498, -2.2578], [1.3939, 2.7022, -1.4259], [1.4342, 4.0146, -3.7366], [0.0722, 4.1560, -2.5931], [-0.9511, 3.7725, -4.7478], [0.1378, 2.4215, -5.1329], [0.7797, 3.5214, 2.4299], [2.0794, 2.9025, 1.4354], [1.5127, 1.9727, 2.7855], [1.4133, -0.3338, 0.2615], [-1.4707, -1.7163, 0.9659], [3.1651, 0.4128, -0.3400], [2.3385, -1.4505, 1.2257], [-2.2708, -0.2908, 0.2287], [-2.9291, -2.5473, 1.3242], [0.6483, -1.5141, -0.9151], [-0.6378, -2.3296, -0.5176], [3.3342, 1.7854, -0.4715], [4.4973, 2.0986, -1.1569], [5.1579, 0.8470, -1.3959], [4.3142, -0.1648, -0.9172], [3.1580, -0.9958, 2.2616], [3.9567, -2.0383, 2.6910], [3.6551, -3.1782, 1.8740], [2.6703, -2.7926, 0.9713], [-2.6000, 0.8452, 1.0685], [-3.0921, 1.8709, 0.2045], [-3.2317, 1.2995, -1.0760], [-2.7350, 0.0045, -1.0355], [-4.1907, -2.4476, 0.7163], [-5.0578, -3.3172, 1.3461], [-4.3441, -3.9470, 2.4160], [-3.0530, -3.4642, 2.3930], [1.4463, -2.2059, -1.2233], [0.4141, -0.8853, -1.7903], [-1.3411, -2.3542, -1.3646], [-0.3962, -3.3844, -0.2696], [2.6186, 2.4936, -0.1060], [4.8043, 3.0971, -1.4260], [6.1304, 0.7371, -1.8505], [4.4640, -1.2375, -0.9424], [3.0755, 0.0260, 2.5944], [4.6794, -1.9900, 3.4909], [4.1020, -4.1668, 1.9174], [2.1602, -3.3553, 0.2018], [-3.0477, 0.5780, 2.0181], [-3.5447, 2.7888, 0.5679], [-3.6630, 1.7849, -1.9549], [-2.7419, -0.7649, -1.8019], [-4.3732, -1.7207, -0.0585], [-6.0902, -3.5099, 1.0710], [-4.7447, -4.6701, 3.1101], [-2.1959, -3.6400, 3.0361], [-1.3898, 2.4015, 2.7040], [-1.1994, 1.3229, 3.3573], [-1.6779, 0.8316, 4.7013], [-1.1762, -0.6063, 4.7403], [-0.3565, -0.7949, 3.4829], [0.2253, -1.8241, 3.1518], [-0.4410, 0.3807, 2.7241], [-1.1854, 1.4375, 5.4788], [-2.7765, 0.8851, 4.8180], [-0.5690, -0.8167, 5.6265], [-1.9848, -1.3589, 4.7018]],
  "forces_ev_per_angstrom": [[1.28, 0.09, 1.87], [-0.66, 0.22, -0.63], [-0.60, 0.09, -0.91], [0.34, 0.21, -0.51], [0.52, -0.52, -0.96], [0.67, -0.36, 0.56], [0.20, 0.81, -0.38], [-0.60, 0.21, 0.22], [0.56, 0.30, 0.32], [0.26, 0.69, 0.20], [-0.03, -0.28, -0.43], [0.04, 0.13, 0.65], [0.06, 0.26, 0.43], [-0.16, 0.05, -0.42], [-0.25, 0.42, -0.09], [-0.29, -0.17, 0.31], [-0.49, 0.24, 0.51], [0.46, -0.31, -0.23], [-0.51, -0.51, 0.40], [0.17, -0.04, -0.46], [0.09, -0.40, 0.03], [-0.28, 0.21, 0.17], [0.02, -0.26, -0.21], [-0.20, 0.00, 0.05], [-0.23, 0.13, -0.34], [5.31, -1.62, -0.17], [-0.98, 0.04, 0.34], [-1.63, 0.42, 0.27], [-0.59, 0.74, 0.15], [-1.34, 1.78, -0.21], [-0.26, -0.22, -0.01], [-0.05, -0.05, -0.64], [-0.21, -0.49, -0.62], [0.67, 0.64, -0.81], [-0.87, -1.18, 0.93], [-1.60, -0.37, 0.51], [0.23, 0.21, -0.48], [0.19, -1.00, 0.31], [-0.74, 0.61, -0.59], [-1.02, 0.65, -0.86], [0.41, -0.21, 0.81], [-1.13, -0.94, -1.73], [-1.00, -1.64, 0.53], [0.22, 0.78, -0.25], [0.60, -0.65, 0.86], [-0.35, -0.74, 0.29], [0.66, 0.49, -0.28], [0.94, 0.45, -0.36], [-0.36, 0.05, -0.11], [-0.30, 0.28, -0.06], [0.09, -0.33, 0.50], [0.42, -0.23, 0.03], [0.07, 0.55, -0.17], [0.13, -0.27, -0.02], [0.19, -0.09, 0.15], [-0.09, -0.28, 0.05], [-0.11, 0.18, 0.15], [0.13, -0.01, 0.05], [-0.04, 0.02, -0.08], [-0.11, 0.31, 0.01], [0.19, -0.02, 0.24], [0.54, 0.36, 0.18], [0.28, -0.01, -0.13], [0.27, -0.26, 0.42], [0.27, 0.38, 0.15], [-0.04, -0.25, -0.08], [0.24, 0.24, 0.11], [0.11, 0.07, -0.02], [-0.20, -0.12, -0.17], [0.00, -1.06, 0.51], [0.98, -0.53, -0.50], [-0.27, 0.52, 0.18], [0.02, -0.40, 0.12], [1.16, -1.91, 0.05], [-0.87, 2.06, 0.88], [-0.79, 1.23, -0.21], [-0.43, -0.01, -0.19], [0.55, 0.35, -0.08], [-0.11, -0.08, -0.22], [0.26, 0.35, 0.10]],
  "mulliken_charge": [0.14, -0.88, -0.17, -0.80, -1.62, 0.70, -0.49, -1.39, -0.91, -1.30, 0.31, 1.42, 0.49, 0.26, 0.45, 0.50, 0.47, 0.81, 0.38, 0.31, 0.50, 0.31, 0.52, 0.70, 0.31, 1.37, -0.23, 0.85, 1.53, 0.31, 0.57, 0.61, -1.24, -0.70, -1.14, -0.83, -0.67, -0.78, -0.72, -0.91, -0.74, -0.11, -1.43, -1.11, -0.21, -0.40, -0.61, -0.73, -0.43, 1.14, -2.83, 0.83, 0.56, 0.63, 0.52, 0.47, 0.48, 0.42, 0.52, 0.51, 0.44, 0.64, 0.71, 0.79, 0.82, 0.45, 0.47, 0.46, 0.55, -0.71, 0.21, -0.48, -0.83, 0.07, -0.45, 0.94, 0.33, 0.33, 0.46, 0.27],
  "e_above_lowest_kj_mol": 200.09,
  "e_tot_ha": -2358.927201,
  "orbital_gap_ha": 0.18499,
  "multiplicity": 1,
  "homo_energy_ev": -13.12,
  "charge": 2,
  "lumo_ev": -8.08
}